{"formula": "C22H25NO6", "method": "wB97M-V/def2-TZVPD", "gap_ev": 8.266, "multiplicity": 1, "smiles": "CCOc1ccc(OCCC(=O)O[C@@H](C)C(=O)Nc2ccc(C(C)=O)cc2)cc1", "symbols": ["C", "C", "O", "C", "C", "C", "C", "C", "C", "H", "H", "O", "C", "C", "C", "O", "O", "C", "C", "H", "H", "H", "H", "C", "O", "N", "C", "C", "C", "C", "C", "C", "H", "H", "C", "O", "C", "H", "H", "H", "H", "H", "H", "H", "H", "H", "H", "H", "H", "H", "H", "H", "H", "H"], "xyz": [[2.534, -3.664, 2.568], [1.928, -3.433, 1.187], [2.248, -2.161, 0.663], [1.619, -1.052, 1.136], [0.525, -1.036, 1.990], [-0.034, 0.165, 2.401], [0.487, 1.371, 1.961], [1.579, 1.358, 1.092], [2.135, 0.168, 0.689], [2.977, 0.154, 0.016], [1.981, 2.299, 0.753], [0.051, 2.609, 2.369], [-1.304, 2.811, 2.687], [-1.854, 3.949, 1.806], [-1.864, 3.455, 0.382], [-2.727, 2.739, -0.079], [-0.790, 3.847, -0.281], [-0.635, 3.481, -1.662], [0.257, 4.524, -2.312], [1.239, 4.497, -1.847], [-0.172, 5.515, -2.192], [0.367, 4.298, -3.368], [-1.632, 3.462, -2.126], [-0.010, 2.069, -1.793], [1.098, 1.899, -2.240], [-0.864, 1.099, -1.381], [-0.668, -0.279, -1.346], [0.452, -0.911, -1.881], [0.550, -2.284, -1.824], [-0.455, -3.064, -1.248], [-1.571, -2.421, -0.709], [-1.673, -1.049, -0.757], [-2.538, -0.554, -0.338], [-2.363, -2.986, -0.244], [-0.278, -4.534, -1.233], [0.762, -5.054, -1.576], [-1.454, -5.366, -0.774], [-1.211, -6.420, -0.887], [-1.671, -5.164, 0.273], [-2.336, -5.132, -1.365], [1.414, -2.786, -2.231], [1.234, -0.323, -2.331], [-1.764, 1.407, -1.014], [-1.203, 4.816, 1.893], [-2.871, 4.188, 2.115], [-1.902, 1.909, 2.521], [-1.381, 3.101, 3.742], [-0.866, 0.138, 3.090], [0.091, -1.952, 2.360], [2.348, -4.138, 0.466], [0.841, -3.581, 1.210], [2.307, -4.671, 2.905], [2.140, -2.950, 3.288], [3.613, -3.542, 2.520]], "forces_ev_per_angstrom": [[-0.1, 0.2, -0.3], [0.0, -0.4, 0.3], [0.1, 0.2, -0.1], [0.0, 0.2, 0.1], [0.2, -0.3, -0.2], [-0.1, 0.4, 0.1], [0.1, -0.2, -0.1], [-0.2, 0.1, 0.2], [-0.1, -0.2, 0.1], [0.1, 0.0, -0.1], [0.1, 0.1, -0.1], [0.2, 0.0, -0.1], [-0.4, 0.2, 0.1], [0.3, -0.4, 0.0], [-0.4, 0.0, 0.4], [-0.1, 0.0, 0.0], [0.5, 0.2, 0.0], [0.0, 0.0, -0.7], [-0.2, -0.3, 0.3], [0.1, 0.0, 0.0], [-0.1, 0.1, 0.0], [0.0, 0.0, -0.1], [0.2, 0.0, 0.1], [-0.5, 0.4, 0.2], [0.3, 0.0, -0.1], [-0.4, -0.1, 0.1], [0.1, -0.4, 0.0], [0.1, 0.1, -0.1], [-0.2, -0.2, 0.1], [0.3, 0.4, -0.1], [0.2, -0.1, -0.1], [0.0, 0.1, -0.1], [-0.1, 0.1, 0.1], [-0.1, -0.1, 0.0], [-0.2, -0.2, 0.1], [0.0, 0.0, 0.0], [0.2, -0.2, -0.1], [0.0, 0.0, 0.0], [-0.1, 0.0, 0.1], [-0.1, 0.0, 0.0], [0.1, 0.0, 0.0], [0.0, 0.0, 0.0], [0.3, 0.1, -0.1], [-0.1, 0.0, 0.1], [0.0, 0.0, -0.1], [0.1, 0.1, 0.0], [0.0, -0.1, -0.1], [0.0, 0.0, 0.1], [0.0, -0.1, 0.0], [-0.2, 0.1, 0.1], [0.1, 0.0, -0.1], [0.0, -0.1, 0.1], [0.0, 0.0, 0.1], [0.1, 0.0, 0.0]]}

{"formula": "C22H26AlBrN4O3", "method": "wB97M-V/def2-TZVPD", "gap_ev": 8.678, "multiplicity": 1, "charge": 2, "symbols": ["Al", "C", "C", "C", "C", "C", "Br", "N", "C", "H", "H", "H", "H", "H", "H", "O", "C", "O", "C", "C", "C", "C", "C", "C", "H", "H", "H", "H", "H", "N", "C", "C", "C", "N", "H", "H", "H", "H", "O", "C", "C", "C", "C", "C", "C", "N", "H", "H", "H", "H", "H", "H", "H", "H", "H", "H", "H"], "xyz": [[0.519, -0.186, -0.296], [-3.656, 2.309, -2.809], [-2.944, 1.036, -2.458], [-3.419, -0.207, -2.876], [-2.766, -1.382, -2.536], [-1.630, -1.261, -1.768], [-0.634, -2.760, -1.187], [-1.146, -0.089, -1.350], [-1.790, 1.042, -1.695], [-4.646, 2.325, -2.352], [-3.791, 2.393, -3.887], [-3.106, 3.183, -2.465], [-4.321, -0.259, -3.476], [-3.126, -2.350, -2.852], [-1.356, 1.966, -1.331], [0.946, 1.620, 0.039], [1.993, 1.241, 0.684], [2.111, -0.046, 0.737], [2.942, 2.157, 1.282], [4.087, 1.651, 1.899], [5.002, 2.531, 2.449], [4.767, 3.899, 2.378], [3.624, 4.402, 1.766], [2.704, 3.531, 1.212], [4.257, 0.584, 1.940], [5.895, 2.157, 2.929], [5.487, 4.584, 2.808], [3.455, 5.469, 1.728], [1.807, 3.906, 0.738], [0.196, -0.829, 2.499], [-0.660, -1.040, 3.500], [-1.938, -0.974, 2.978], [-1.759, -0.675, 1.635], [-0.455, -0.604, 1.335], [1.207, -0.835, 2.494], [-0.300, -1.233, 4.497], [-2.864, -1.098, 3.510], [-2.503, -0.523, 0.872], [1.476, -0.503, -1.837], [2.579, -0.301, -2.407], [3.083, -1.270, -3.418], [3.002, -0.510, -4.777], [1.951, 0.618, -4.872], [2.368, 1.983, -4.292], [2.438, 2.055, -2.772], [3.218, 0.874, -2.286], [2.455, -2.157, -3.392], [4.109, -1.567, -3.195], [2.809, -1.250, -5.551], [3.983, -0.088, -5.006], [0.999, 0.294, -4.432], [1.736, 0.766, -5.929], [1.675, 2.754, -4.635], [3.342, 2.257, -4.710], [1.459, 2.013, -2.302], [2.933, 2.955, -2.416], [4.124, 0.840, -2.742]], "forces_ev_per_angstrom": [[0.3, 0.8, 0.0], [0.0, 0.0, 0.0], [0.0, 0.1, 0.0], [-0.1, -0.1, 0.0], [0.0, 0.1, 0.0], [0.2, -0.1, 0.1], [-0.1, -0.1, -0.1], [0.0, -0.1, -0.1], [0.0, 0.0, 0.0], [0.0, 0.0, 0.0], [0.0, 0.0, 0.0], [0.0, 0.0, 0.0], [0.0, 0.0, 0.0], [0.0, 0.0, 0.0], [0.0, 0.0, 0.0], [-0.1, 0.0, 0.0], [-0.2, -0.3, -0.2], [0.2, 0.0, 0.1], [-0.1, -0.1, -0.1], [0.1, 0.1, 0.1], [-0.1, 0.0, 0.0], [0.0, 0.0, 0.0], [0.0, 0.0, 0.0], [0.1, 0.1, 0.1], [0.0, 0.0, 0.0], [0.0, 0.0, 0.0], [0.0, 0.0, 0.0], [0.0, 0.0, 0.0], [0.0, 0.0, 0.0], [-0.1, 0.0, -0.1], [0.2, -0.2, 0.0], [0.0, 0.2, 0.0], [0.0, -0.2, -0.1], [0.0, -0.1, 0.2], [0.0, 0.1, 0.1], [-0.1, 0.0, 0.0], [0.0, 0.0, 0.0], [0.0, 0.0, 0.0], [-0.2, -0.1, 0.1], [0.1, 0.0, 0.1], [0.0, 0.0, 0.1], [0.1, 0.0, 0.0], [-0.1, 0.0, 0.0], [0.0, 0.1, -0.1], [0.1, 0.0, 0.3], [-0.2, -0.1, -0.2], [0.0, 0.0, -0.1], [0.0, 0.0, 0.0], [0.0, 0.0, 0.0], [0.0, 0.0, 0.0], [0.0, 0.0, 0.0], [0.0, 0.0, 0.0], [0.0, 0.0, 0.0], [0.0, 0.0, 0.0], [0.0, 0.0, 0.0], [0.0, 0.0, 0.0], [0.0, 0.1, 0.0]]}

{"formula": "C22H26BrN4O3V", "method": "wB97M-V/def2-TZVPD", "gap_ev": [6.161, 6.335], "multiplicity": 3, "charge": 2, "symbols": ["V", "O", "C", "C", "C", "C", "C", "C", "C", "O", "N", "N", "C", "C", "Br", "C", "C", "C", "C", "C", "C", "C", "H", "H", "H", "H", "H", "H", "H", "H", "H", "H", "H", "H", "H", "H", "C", "N", "C", "C", "C", "N", "C", "C", "O", "H", "H", "H", "H", "H", "H", "H", "H", "H", "H", "H", "H"], "xyz": [[-0.232, 0.313, -0.543], [3.408, -0.375, -2.275], [4.233, 0.246, -1.373], [5.591, 0.141, -1.620], [6.506, 0.722, -0.760], [6.078, 1.432, 0.357], [4.724, 1.547, 0.591], [3.787, 0.945, -0.256], [2.366, 1.065, 0.184], [1.337, 0.892, -0.829], [2.027, 0.010, 1.140], [0.716, -0.386, 1.144], [0.287, -1.188, 2.053], [-1.049, -1.729, 2.032], [-2.028, -1.252, 0.446], [-1.656, -2.538, 2.902], [-1.155, -2.953, 4.211], [-1.519, -4.223, 4.667], [-1.040, -4.694, 5.876], [-0.222, -3.888, 6.656], [0.103, -2.603, 6.237], [-0.360, -2.135, 5.020], [2.498, -0.096, -2.128], [5.910, -0.404, -2.500], [7.563, 0.633, -0.971], [6.790, 1.900, 1.022], [4.376, 2.122, 1.446], [2.216, 2.055, 0.609], [2.626, -0.201, 1.923], [0.955, -1.535, 2.835], [-2.614, -2.956, 2.604], [-2.167, -4.847, 4.060], [-1.316, -5.683, 6.219], [0.147, -4.254, 7.606], [0.698, -1.961, 6.873], [-0.167, -1.106, 4.734], [-1.917, -0.719, -3.787], [-2.482, 0.627, -3.651], [-3.388, 1.070, -4.733], [-3.380, 2.579, -4.818], [-3.730, 3.137, -3.458], [-2.817, 2.581, -2.435], [-2.618, 3.412, -1.243], [-2.275, 1.389, -2.593], [-1.480, 0.931, -1.633], [-1.643, -0.871, -4.827], [-2.645, -1.478, -3.501], [-1.024, -0.837, -3.191], [-4.391, 0.690, -4.532], [-3.038, 0.615, -5.656], [-4.096, 2.920, -5.562], [-2.390, 2.928, -5.119], [-4.757, 2.891, -3.181], [-3.627, 4.218, -3.429], [-2.383, 4.425, -1.562], [-1.803, 3.045, -0.639], [-3.529, 3.431, -0.645]], "forces_ev_per_angstrom": [[-0.5, -0.7, 0.4], [0.0, 0.1, 0.3], [-0.3, -0.3, -0.3], [0.3, 0.0, 0.0], [0.0, 0.0, -0.1], [0.0, 0.0, 0.0], [-0.1, 0.1, 0.0], [0.0, 0.2, 0.1], [-0.4, -0.4, 0.1], [1.9, 0.5, 0.2], [-0.3, -0.3, -0.5], [0.8, 0.1, 0.8], [-0.2, -0.1, 0.1], [0.3, 0.3, -0.2], [-0.1, -0.2, 0.1], [-0.1, -0.3, 0.4], [-0.1, 0.0, -0.2], [0.0, -0.1, 0.0], [0.0, 0.0, 0.0], [0.0, 0.0, 0.0], [0.0, 0.0, 0.0], [0.0, 0.1, 0.0], [0.2, 0.0, 0.0], [0.0, 0.0, 0.0], [0.0, 0.0, 0.0], [0.0, 0.0, 0.0], [0.0, 0.0, -0.1], [-0.2, 0.2, 0.0], [0.0, 0.0, 0.1], [0.0, 0.0, 0.0], [0.0, 0.0, 0.1], [0.0, 0.0, 0.0], [0.0, 0.0, 0.0], [0.0, 0.0, 0.0], [0.0, 0.0, 0.0], [0.0, -0.1, 0.0], [-0.2, 0.1, 0.0], [-0.1, -0.2, -0.3], [0.1, -0.1, 0.1], [0.1, 0.0, 0.0], [0.1, -0.1, 0.1], [-0.2, 0.4, 0.0], [-0.1, -0.1, -0.2], [0.5, -0.4, 0.6], [-1.7, 1.1, -1.6], [0.0, 0.0, 0.0], [0.0, 0.0, 0.0], [0.1, 0.0, 0.1], [0.0, 0.0, 0.0], [0.0, 0.0, 0.0], [0.0, 0.0, 0.0], [0.0, 0.0, 0.0], [0.0, 0.0, 0.0], [0.0, 0.0, 0.0], [0.0, 0.0, 0.0], [0.1, -0.1, 0.1], [0.0, 0.0, 0.0]]}

Q: What is the formula in the third record?
A: C22H26BrN4O3V

Q: What is the multiplicity in the first record?
A: 1